Formula: C22H54BF4N4O7
Source: the OMol25 dataset
Level of theory: wB97M-V/def2-TZVPD

CARTESIAN COORDINATES (ANGSTROEM)
F 0.906130 0.578543 -1.164946
F 0.231130 0.289543 1.113054
F -0.877870 -0.696457 -0.710946
F 1.210130 -1.440457 -0.025946
O -3.401870 -0.113457 -0.354946
O -4.109870 -2.682457 -4.045946
O 2.414130 2.181543 2.705054
O 2.660130 -0.947457 2.508054
O 0.396130 1.175543 -3.776946
O 0.307130 -3.790457 1.172054
O 0.248130 3.797543 3.063054
N 4.448130 -1.120457 -5.442946
N -1.440870 -1.187457 4.974054
N -2.676870 4.361543 -1.157946
N 1.560130 -3.660457 -4.816946
C -0.321870 3.616543 0.096054
C -3.249870 1.304543 -0.252946
C -4.627870 1.694543 0.274054
C 0.063130 2.549543 5.138054
C 1.295130 -4.807457 1.224054
C 3.481130 3.742543 1.355054
C -2.424870 -0.995457 -4.153946
C 3.477130 -0.596457 -2.983946
C -1.861870 -1.159457 3.913054
C 2.396130 -1.051457 4.865054
C -3.023870 -2.231457 -4.906946
C -1.674870 4.012543 -0.680946
C 1.127130 -3.475457 -3.769946
C 0.917130 -6.107457 1.913054
C 0.459130 -3.345457 -2.386946
C -0.512870 2.817543 3.809054
C 1.731130 -1.355457 3.483054
C 3.045130 2.318543 1.420054
C -0.536870 2.217543 -3.752946
C -0.739870 2.802543 -5.100946
C 4.006130 -0.923457 -4.417946
C -2.279870 -1.188457 2.485054
B 0.349130 -0.308457 -0.171946
H 2.035130 1.325543 2.595054
H -1.602870 -0.768457 -4.662946
H 1.567130 -6.834457 1.712054
H -2.315870 -3.075457 -5.229946
H -1.603870 1.891543 -3.449946
H 0.796130 -3.071457 0.821054
H 1.710130 -1.599457 5.651054
H -5.403870 1.065543 0.268054
H 0.734130 1.726543 5.066054
H -3.475870 -1.703457 -5.809946
H 3.701130 1.515543 1.316054
H 1.148130 -3.731457 -1.624946
H 0.985130 3.278543 2.962054
H 3.565130 -1.358457 -2.437946
H 0.944130 -5.779457 3.048054
H 0.698130 -0.925457 3.310054
H 1.329130 -5.098457 0.220054
H -0.527870 -3.755457 -2.128946
H 4.144130 3.830543 0.450054
H 0.476130 1.169543 -2.688946
H -4.538870 1.881543 1.326054
H 3.328130 -1.542457 5.071054
H 2.414130 2.212543 0.527054
H -0.776870 2.084543 5.660054
H 0.466130 4.587543 0.134054
H 2.306130 -4.470457 1.637054
H 0.084130 3.095543 -5.598946
H -0.107870 -6.494457 1.653054
H -2.078870 -1.134457 -3.197946
H -2.579870 1.347543 0.452054
H 0.216130 3.004543 -0.651946
H 2.207130 -0.981457 1.722054
H 2.372130 -0.024457 5.042054
H -0.200870 2.978543 -3.050946
H -2.563870 -0.379457 -0.641946
H 1.642130 -2.475457 3.535054
H -4.767870 2.711543 -0.021946
H 0.190130 -2.243457 -2.254946
H 2.559130 4.374543 1.206054
H 2.385130 -0.277457 -2.992946
H -1.579870 3.032543 3.889054
H -1.479870 3.590543 -5.008946
H -3.173870 -1.835457 2.282054
H 0.403130 3.466543 5.633054
H 4.183130 3.856543 2.307054
H -3.089870 -0.240457 -4.363946
H -0.327870 3.004543 1.015054
H -1.497870 -1.436457 1.755054
H -4.481870 -1.821457 -3.919946
H -0.407870 1.917543 3.167054
H -2.796870 -0.190457 2.399054
H -1.213870 2.021543 -5.714946
H 4.176130 0.167543 -2.628946
H -3.138870 1.834543 -1.184946

Forces on the atoms, in the same order (eV/Å):
0.179 -0.153 1.170
0.034 -0.063 -1.051
0.283 -0.309 0.370
-0.163 0.547 -0.080
-1.498 0.113 -0.594
0.995 -0.787 -1.359
-0.006 0.354 -1.012
1.319 0.372 2.272
0.087 0.027 4.693
-0.432 -1.155 1.711
-3.856 1.774 1.264
0.740 -0.317 -1.657
0.124 0.224 0.967
1.633 -0.558 0.514
0.202 0.190 0.030
1.059 2.134 -2.872
-6.066 -2.214 -2.475
3.723 3.828 1.625
-1.257 -0.408 0.940
0.491 -0.611 0.139
2.556 -0.063 0.387
-1.259 -3.393 -1.704
-0.777 5.817 -6.381
-0.019 -1.051 -1.978
-3.556 -2.574 0.727
-0.110 0.866 0.278
1.157 0.073 1.916
-1.978 -0.659 1.924
-3.884 4.247 3.643
0.369 1.905 -0.660
0.076 -0.106 -2.129
0.568 -1.288 1.871
-1.737 1.372 -0.232
-1.817 0.271 -0.162
-3.392 -1.420 0.514
-1.771 0.782 3.796
-2.123 0.895 0.714
0.385 0.221 -0.201
-0.712 -1.509 0.673
3.752 1.373 -2.332
2.915 -2.779 -0.638
-1.163 1.246 0.810
1.523 0.149 0.136
0.232 1.606 -0.623
0.938 1.390 -1.261
-2.780 -2.537 -1.309
1.347 -0.093 0.227
0.570 -1.319 0.471
2.024 -0.851 -0.020
-0.074 0.563 -0.231
3.805 -1.380 -0.881
0.731 -6.319 4.325
-0.295 -1.432 -1.856
1.292 -0.235 0.492
1.291 -0.415 -1.953
0.326 -0.740 -1.205
-0.590 0.313 0.770
0.539 -1.255 -3.931
0.315 -0.107 1.162
0.752 0.107 -0.686
-0.909 -0.404 0.487
0.094 0.238 0.717
-2.744 -2.414 0.349
-1.299 -0.147 -0.650
3.021 1.249 -1.412
0.881 0.692 0.241
-0.003 -0.425 2.588
4.200 1.752 3.470
-0.343 -0.010 0.243
-1.434 -0.141 -3.373
0.407 1.680 0.590
-0.127 0.318 0.204
1.792 -1.326 -0.635
-0.257 0.732 -0.711
-1.082 0.583 -0.811
1.072 -1.277 0.066
1.321 -0.277 0.789
1.622 -0.107 -0.238
0.168 0.647 -0.381
0.014 0.382 -0.168
1.041 0.037 0.584
0.121 -0.475 -0.019
-1.792 0.738 -1.877
-1.620 2.032 0.462
-0.790 0.943 -0.396
-0.188 0.506 0.519
-1.086 0.427 0.841
-0.592 -0.079 0.531
1.085 -0.624 -0.776
0.096 0.157 -0.033
-0.556 0.149 0.099
0.870 -0.215 -0.356

Values from the calculation:
highest occupied orbital energy = -7.77 eV
energy = -55529.417 eV
frontier orbital gap = 10.234 eV
net charge = -1
energy relative to the best compared isomer or geometry (same formula, charge and spin) = 0.0000 eV
spin multiplicity = 1


Formula: C5H8O2
Source: the OMol25 dataset
Level of theory: wB97M-V/def2-TZVPD

CARTESIAN COORDINATES (ANGSTROEM)
O -0.538135 0.913356 1.625409
O 2.059873 0.109426 -0.812089
C -0.648095 -0.350708 -0.423381
C -1.423867 -1.599041 -0.402101
C 1.618617 0.462846 0.471112
C 0.099967 0.578132 0.422504
C -0.570178 0.866771 -0.887670
H 1.890860 -0.317197 1.194572
H 1.401972 0.540694 -1.390210
H -1.672182 -1.918868 -1.416555
H -0.924255 -2.405543 0.137811
H -1.061807 1.545528 -1.566337
H 2.101426 1.401133 0.795052
H -2.350208 -1.347577 0.124029
H 0.016013 1.521049 2.127855

Forces on the atoms, in the same order (eV/Å):
0.163 0.202 0.257
0.193 0.194 -0.139
-0.341 0.290 -0.019
-0.082 -0.125 -0.012
-0.117 0.086 0.360
0.167 -0.181 -0.231
-0.432 -0.107 0.096
0.047 0.060 -0.230
0.496 -0.351 -0.109
-0.011 -0.025 0.140
-0.024 0.091 -0.105
0.196 0.167 0.033
-0.229 -0.047 0.048
-0.017 -0.274 -0.044
-0.009 0.019 -0.044

Values from the calculation:
highest occupied orbital energy = -9.74 eV
energy = -9406.875 eV
frontier orbital gap = 10.588 eV
energy relative to the best compared isomer or geometry (same formula, charge and spin) = 2.9568 eV
spin multiplicity = 1


Formula: C14H16N4O4
Source: the OMol25 dataset
Level of theory: wB97M-V/def2-TZVPD

CARTESIAN COORDINATES (ANGSTROEM)
O 2.621995 4.540575 -0.401812
O 0.757181 5.128754 1.194025
O 2.913714 2.454718 -0.809909
O -2.766500 0.061372 -0.255385
N 0.808214 -4.031007 -0.316181
N 2.243964 3.393102 -0.421028
N 2.389612 -4.319799 -1.829398
N -0.747304 -0.774988 -0.798398
C -1.272741 -2.062165 -1.194556
C 0.173732 3.985135 0.829494
C -1.562640 0.206374 -0.350875
C -1.637655 2.385816 0.806893
C 0.911097 3.086071 0.030760
C -0.065092 -3.384263 0.624436
C 1.677070 -5.469505 -1.710349
C 0.377474 1.862310 -0.355522
C 0.061260 6.042557 2.012047
C -0.897941 1.489962 0.031803
C -1.118763 3.597377 1.203379
C 0.690839 -5.311698 -0.780510
C -1.413611 -3.025457 -0.011395
C 1.847323 -3.482894 -0.990891
H -0.618776 -2.486788 -1.959333
H -2.263737 -1.888943 -1.621777
H 0.749587 6.872040 2.161757
H 1.920149 -6.332127 -2.296976
H -0.057127 -5.983328 -0.412315
H 2.187728 -2.479276 -0.825841
H -0.845176 6.407466 1.521083
H 0.250233 -0.649156 -0.801988
H -0.232114 -4.053395 1.474616
H -0.194056 5.600526 2.979568
H -1.901564 -3.935243 -0.363653
H -1.723432 4.255006 1.806139
H -2.050821 -2.563861 0.743476
H 0.431458 -2.481532 0.990627
H -2.640668 2.101212 1.087537
H 0.997089 1.245055 -0.989546

Forces on the atoms, in the same order (eV/Å):
0.144 0.215 -0.119
0.017 -0.169 -0.067
0.313 -0.250 -0.128
-0.231 -0.034 0.077
0.295 -0.139 -0.107
0.461 0.020 -0.175
0.464 0.261 -0.337
0.311 -0.165 -0.126
-0.333 -0.245 0.099
0.151 -0.222 -0.173
0.275 0.107 -0.014
0.118 -0.215 -0.157
-0.958 -0.118 0.331
-0.614 0.172 0.205
-0.210 -0.109 0.104
-0.006 0.121 0.073
-0.218 0.188 0.212
-0.102 0.401 0.148
0.139 0.216 0.042
-0.046 -0.248 -0.093
0.275 0.164 -0.097
0.051 0.083 0.050
-0.074 0.036 0.006
0.175 -0.066 -0.051
-0.090 -0.052 0.014
-0.019 -0.235 -0.069
-0.172 -0.124 0.095
0.017 0.273 0.140
0.032 -0.029 0.022
-0.099 0.123 0.018
0.123 0.142 -0.052
0.002 0.014 -0.047
-0.046 -0.047 0.046
-0.011 0.079 0.065
-0.066 -0.025 0.015
-0.005 -0.116 0.016
-0.074 -0.005 0.024
0.010 -0.002 0.010

Values from the calculation:
highest occupied orbital energy = -8.97 eV
energy = -28925.354 eV
frontier orbital gap = 8.496 eV
energy relative to the best compared isomer or geometry (same formula, charge and spin) = 3.4473 eV
spin multiplicity = 1


- Number 1 is which compound?
  C22H54BF4N4O7


- Number 3 is which compound?
  C14H16N4O4


- Look up the highest occupied orbital energy of the first one.
  -7.77 eV


Repeat the second record exactly.
Formula: C5H8O2
Source: the OMol25 dataset
Level of theory: wB97M-V/def2-TZVPD

CARTESIAN COORDINATES (ANGSTROEM)
O -0.538135 0.913356 1.625409
O 2.059873 0.109426 -0.812089
C -0.648095 -0.350708 -0.423381
C -1.423867 -1.599041 -0.402101
C 1.618617 0.462846 0.471112
C 0.099967 0.578132 0.422504
C -0.570178 0.866771 -0.887670
H 1.890860 -0.317197 1.194572
H 1.401972 0.540694 -1.390210
H -1.672182 -1.918868 -1.416555
H -0.924255 -2.405543 0.137811
H -1.061807 1.545528 -1.566337
H 2.101426 1.401133 0.795052
H -2.350208 -1.347577 0.124029
H 0.016013 1.521049 2.127855

Forces on the atoms, in the same order (eV/Å):
0.163 0.202 0.257
0.193 0.194 -0.139
-0.341 0.290 -0.019
-0.082 -0.125 -0.012
-0.117 0.086 0.360
0.167 -0.181 -0.231
-0.432 -0.107 0.096
0.047 0.060 -0.230
0.496 -0.351 -0.109
-0.011 -0.025 0.140
-0.024 0.091 -0.105
0.196 0.167 0.033
-0.229 -0.047 0.048
-0.017 -0.274 -0.044
-0.009 0.019 -0.044

Values from the calculation:
highest occupied orbital energy = -9.74 eV
energy = -9406.875 eV
frontier orbital gap = 10.588 eV
energy relative to the best compared isomer or geometry (same formula, charge and spin) = 2.9568 eV
spin multiplicity = 1